Density functional theory data (ωB97M-V/def2-TZVPD) for C41H41AsAuN5PS as an isolated structure.

Its charge is +3. The value obtained for the total energy is -4970.7328 Ha. The HOMO energy (spin up / spin down) comes out at -15.79 / -16.01 eV. As for the molecular weight: 938.7 g/mol. For the frontier orbital gap (spin up / spin down), the calculation gives 8.57 / 5.03 eV. For the LUMO energy (spin up / spin down), the calculation gives -7.2 / -11.0 eV. The spin multiplicity is 3.

Each line ends with the Löwdin spin population.
Cartesian coordinates (Å):
N -0.642971 -0.955005 3.852275  0.0058
C 1.130842 1.571650 5.509909  0.0000
As -0.344275 -3.552864 1.819234  0.2780
H 1.464161 4.936237 5.331926  0.0000
H 2.683952 2.894713 0.716906  0.0014
H 2.955253 -0.097853 1.174296  0.0009
H 5.260083 -1.106824 1.251666  -0.0005
H 2.297034 3.048471 6.610913  0.0000
C -4.061356 5.073748 1.448668  0.0007
H -2.474360 -2.709379 3.445199  0.0017
H 0.880826 -1.408797 1.855363  0.0005
C 0.221297 0.297521 -3.909629  0.0032
C 0.841447 -1.955214 -3.153669  0.0101
H -2.071060 -7.692901 -0.342394  -0.0022
C 0.847945 -6.258049 -1.290976  0.0539
C 2.749588 -0.258411 -0.984013  0.0229
C 3.554002 -0.198695 -2.137583  0.0235
S -4.183550 2.198284 -1.423563  -0.0002
H 3.429562 5.015046 -0.182656  0.0047
N -1.719030 2.286208 -0.641123  0.0634
H -0.367792 0.395176 -6.013386  0.0000
C 0.570603 -0.571370 -2.867642  0.0388
N 2.378297 3.094202 -0.242069  0.0612
C -1.272644 -6.939144 -0.434883  -0.0008
H -4.535557 -2.861665 -1.070429  0.0006
P 0.961650 -0.023945 -1.197462  0.2072
C -0.291427 2.571900 3.844973  0.0000
H -2.121573 -3.590034 -0.719994  0.0007
H 3.136552 0.099340 -3.111291  0.0009
H -4.638714 5.851176 1.909230  0.0000
H -0.313300 -7.813457 -2.196257  0.0060
C 1.125504 3.910520 5.066485  -0.0001
H -2.238632 0.832894 -2.107313  0.0000
H -0.856063 3.955027 1.529906  0.0060
C 0.446524 -1.509220 -5.478098  -0.0002
C -3.763157 3.349998 -0.187890  0.0035
H 2.138009 6.072040 -1.913334  0.0004
C -1.900895 3.983050 1.251862  0.0093
H 1.023468 -3.447301 -4.717644  0.0005
H -2.402535 5.387457 2.774442  0.0000
H 5.409837 -0.874981 -3.023019  -0.0006
C 3.449601 -0.438477 0.268564  0.0210
H -4.994995 -2.325622 3.139141  0.0003
H -0.871446 -0.590401 0.242508  0.0034
H 0.622167 4.298012 -3.264971  0.0006
C -0.028153 -1.213456 -0.160551  0.0339
N 0.761032 4.445936 -2.238176  0.0241
H -5.950109 -2.460988 0.915057  0.0009
H 2.821860 4.542400 -2.548187  -0.0001
C 0.614257 -1.992689 0.968691  0.0669
H -1.120836 2.471896 3.134883  0.0000
C -2.735616 4.896335 1.867730  0.0002
C -2.991269 -2.872748 2.515775  0.0109
C -0.212696 -4.880992 0.359620  0.1297
H 1.696491 5.038521 0.203674  0.0026
H -0.020632 5.008638 -1.810273  -0.0001
C -2.214455 -3.107656 1.417849  0.0764
C -2.594005 1.673197 -1.497471  -0.0008
H 6.485521 -1.430160 -0.890509  0.0012
H -5.634865 4.334484 0.124845  0.0002
Au 0.378716 2.266556 -0.499264  0.4085
H -0.482962 -1.901268 -0.921879  0.0036
C -4.894364 -2.605874 1.038768  0.0209
H -2.019572 -5.814415 1.239379  0.0005
C 5.434763 -1.071269 -0.911884  0.0287
C 0.157821 1.412336 4.508130  0.0000
C -2.422768 3.158908 0.203949  0.0145
C 0.088873 -0.203517 -5.186263  -0.0003
C -0.307118 0.112668 4.183440  0.0000
C -4.583255 4.294865 0.434277  0.0010
C -0.283054 -7.080080 -1.392009  0.1444
C 1.608310 2.846288 5.787886  0.0001
C -2.745917 -3.234545 0.121167  0.0266
C 2.434706 4.564681 -0.446654  0.0163
H 1.753287 -4.486874 -0.496263  -0.0004
C -4.353293 -2.619057 2.329901  0.0073
H 1.288560 -2.618986 -2.400406  0.0002
C 0.871078 -5.137318 -0.483383  0.0320
H 0.525576 -1.800541 -6.541500  0.0000
C -1.256069 -5.873110 0.444454  0.1197
C 0.751154 -2.420836 -4.481705  0.0030
N 0.144783 3.809735 4.168281  0.0001
H 3.053704 2.537250 -0.813425  -0.0014
C -4.092026 -2.933573 -0.058457  0.0019
C 4.841113 -0.727567 -2.109640  -0.0021
H 1.715464 -6.588701 -1.859875  0.0013
H 1.539011 -2.442144 0.561172  0.0000
H 0.062113 1.347661 -3.713240  0.0008
H 1.552462 0.703972 6.054594  0.0000
C 2.082658 4.963744 -1.852761  0.0009
C 4.766877 -0.854739 0.298109  -0.0009

Forces on the atoms, in the same order (eV/Å):
0.6 1.8 0.5
0.5 -0.4 0.3
-0.5 0.2 -3.0
-0.3 -0.8 -0.4
-0.2 0.1 -0.2
-0.1 -0.7 0.1
-0.3 0.5 -0.6
-0.1 -0.3 -0.4
0.2 -0.3 -0.5
-0.4 -0.2 0.5
0.0 0.2 -0.4
-0.2 -0.3 0.8
0.1 0.7 -0.6
0.4 0.5 -0.2
0.6 0.2 -0.4
1.3 0.6 0.4
-0.7 -1.0 -0.6
0.0 0.3 0.1
-0.7 -0.7 -0.2
-2.1 -1.2 -0.4
0.9 -0.3 0.9
0.8 -1.0 -0.6
0.7 -1.1 0.5
-1.3 -0.5 0.2
0.4 -0.4 0.7
0.3 -0.1 0.8
-0.1 0.2 1.0
-0.5 0.5 0.5
0.1 -0.3 0.5
-0.4 0.0 0.2
-0.1 -0.1 0.5
-0.6 1.3 0.4
-0.3 0.6 0.0
0.1 -0.2 0.1
-0.1 -0.4 -1.0
0.5 -0.5 0.6
0.1 -0.6 0.0
-0.4 -0.4 -1.0
-0.1 0.2 0.0
0.2 0.3 -0.3
-0.2 0.3 0.0
-1.1 0.6 -0.8
0.0 -0.2 0.4
0.6 -0.6 -0.4
0.2 0.6 1.5
-1.7 0.1 0.1
-1.2 0.0 0.2
-0.3 0.3 -0.1
-0.1 0.2 0.1
1.5 -0.6 0.3
0.4 0.2 0.2
0.0 -0.7 0.2
-1.0 1.1 0.2
-0.7 0.0 1.7
0.0 -0.3 0.3
1.1 -0.6 -1.1
0.9 -1.2 -0.4
2.4 0.4 1.4
-0.9 0.1 -0.1
0.5 0.3 0.2
0.2 0.4 -1.0
0.4 0.6 0.7
0.8 -0.8 0.5
0.5 0.0 -0.6
1.0 -0.2 0.5
0.8 1.2 0.4
0.2 1.6 -0.2
-0.7 0.5 -1.3
-0.8 -2.2 -1.0
-0.7 -0.2 -0.2
0.2 0.1 0.2
0.2 -0.6 0.5
0.0 0.0 -0.3
0.5 0.8 0.1
-0.3 -0.3 0.1
0.1 0.4 -0.6
-0.5 0.3 -0.1
0.7 -0.2 -0.2
-0.4 0.0 0.7
0.3 -0.1 0.3
0.6 0.5 1.2
-0.1 -1.2 -1.2
-0.6 0.9 0.2
-0.2 0.5 -0.6
0.4 0.3 -0.1
-0.1 0.6 -0.1
-0.2 0.1 0.5
-0.2 0.1 0.1
-0.5 0.6 -0.4
-0.1 0.2 -1.0
0.0 -0.4 0.1